1.
75
Properties=species:S:1:pos:R:3:forces:R:3 method="wB97M-V/def2-TZVPD" total_charge=-2 relative_energy_kcal_mol=11.4
Pd 12.69754 9.16148 10.43295 -0.8 -0.1 -0.3
C 11.14362 5.55723 10.53548 -0.4 0.3 -0.5
Sb 12.71945 6.61330 9.45346 0.1 0.3 0.4
C 14.24282 5.43200 10.49051 -0.1 0.0 -0.3
C 10.19734 9.19722 10.98808 -0.6 0.7 0.2
C 9.32537 9.80894 9.98047 -0.6 -1.9 -1.5
C 8.44201 9.02598 9.08307 0.8 1.1 1.0
C 7.74519 9.55172 8.00260 0.9 -0.1 1.0
C 7.90033 10.89186 7.71332 -0.5 0.8 -1.2
C 8.66214 11.65700 8.54436 0.3 0.6 0.7
C 9.32130 11.17764 9.64978 0.5 0.5 1.6
C 10.06268 12.10097 10.59088 -0.3 -0.2 0.0
Sb 12.15891 11.76570 10.30225 0.6 -0.4 0.2
C 12.83534 13.27129 11.72805 -0.5 -0.1 -1.2
C 12.08955 12.88815 8.50178 -0.5 0.1 0.3
H 10.21179 6.09067 10.27429 0.2 -0.3 0.4
H 11.35594 5.61883 11.59423 -0.2 0.1 0.4
H 11.04691 4.50557 10.25908 0.1 0.0 -0.1
H 14.10832 5.52160 11.58160 0.0 -0.3 -0.4
H 15.20909 5.86917 10.21471 -0.2 -0.2 0.1
H 14.13140 4.39133 10.10384 0.2 0.6 0.6
H 10.24416 9.80489 11.92723 0.1 -0.5 -0.6
H 9.98055 8.14710 11.20684 0.0 0.3 -0.1
H 8.28387 8.00517 9.33525 0.1 -0.8 0.1
H 7.10277 8.94169 7.41093 -0.3 -0.5 -0.3
H 7.45443 11.41270 6.86088 -0.1 -0.5 0.1
H 8.72838 12.71740 8.43541 -0.1 0.7 -0.5
H 9.89735 11.78692 11.61805 -0.2 0.0 0.2
H 9.81156 13.17366 10.53970 0.1 -0.3 -0.4
H 11.93171 13.79388 11.98197 -0.4 0.4 0.5
H 13.52821 13.96156 11.27062 0.4 0.1 -0.1
H 13.26835 12.76181 12.55796 0.3 -0.2 0.7
H 12.48623 13.86870 8.60460 0.6 0.9 0.2
H 11.05201 12.99558 8.25271 -0.7 0.0 -0.2
H 12.56550 12.40661 7.68929 0.6 -0.6 -0.7
C 17.34664 8.88903 12.68046 0.1 -1.1 -0.7
Si 15.62294 9.57213 12.57791 0.7 -0.7 0.7
C 15.69094 10.95211 13.86835 -0.3 0.3 -0.1
C 14.43140 8.25982 13.17951 -0.9 -0.1 0.4
N 15.24975 10.27500 11.06409 0.1 0.2 -0.2
C 15.61304 11.46311 10.46844 0.0 0.0 0.3
C 16.25966 12.59020 11.00472 -0.4 -0.6 -0.7
C 16.47186 13.70508 10.17053 0.3 -0.9 1.3
C 16.04315 13.68094 8.88393 -0.6 1.6 -0.6
C 15.33223 12.60259 8.38411 0.3 -0.7 -1.9
C 15.23516 11.41030 9.09224 0.1 0.0 -0.1
N 14.81457 10.13935 8.73305 0.5 0.5 1.2
Si 14.78971 9.23376 7.25646 -0.3 0.0 -1.5
C 13.00207 9.17320 6.65139 0.0 -1.2 0.2
C 15.70986 10.20851 5.84976 0.1 -0.7 1.0
C 15.58514 7.52649 7.19917 -0.8 0.5 0.1
H 17.66748 8.80652 13.69055 0.1 -0.1 1.3
H 18.00713 9.61170 12.26916 0.7 0.9 -0.7
H 17.58914 7.92924 12.19893 -0.4 0.3 -0.1
H 15.22962 10.57922 14.77846 -0.3 0.0 0.2
H 15.04854 11.72595 13.42999 0.1 0.2 0.5
H 16.65038 11.39086 14.19682 -0.2 -0.2 -0.6
H 14.53421 8.16975 14.28421 0.0 0.1 -0.5
H 14.59729 7.25884 12.76458 0.2 0.4 -0.2
H 13.36208 8.49037 12.96733 0.6 0.0 0.1
H 16.61948 12.57348 12.02046 0.0 0.1 0.1
H 16.97614 14.55022 10.58713 0.3 0.5 0.1
H 16.12031 14.60950 8.28685 0.0 -0.7 0.2
H 15.04467 12.68059 7.31997 -0.1 -0.3 0.7
H 12.69125 10.17940 6.43044 -0.3 0.5 -0.3
H 12.36841 8.79779 7.47524 0.2 0.2 -0.4
H 12.83469 8.50508 5.77136 0.2 0.5 0.5
H 15.20214 11.13982 5.70022 -0.3 0.6 -0.3
H 15.73538 9.65105 4.90390 0.0 0.0 0.3
H 16.72625 10.43542 6.18082 0.1 0.0 -0.2
H 15.10036 6.81826 7.87053 0.3 0.0 -0.1
H 16.62761 7.64156 7.38553 0.9 -0.1 0.6
H 15.52599 7.18494 6.17443 -0.3 -0.2 -0.5
O 15.32415 8.16701 10.01757 0.6 0.3 0.4
C 14.71954 9.28529 10.06996 -0.6 -0.1 -1.2

2.
84
Properties=species:S:1:pos:R:3:forces:R:3 method="wB97M-V/def2-TZVPD" relative_energy_kcal_mol=40.2 smiles="COC(=O)OC.COC(=O)OC.COC(=O)OC.CC#N.CC#N.CC#N.CC#N.CC#N.CC#N.CC#N.CC#N"
C 0.13712 2.35591 1.32888 -0.4 4.0 0.3
O 0.10973 1.07510 0.94032 -1.2 -3.7 -0.4
C -1.05966 0.41300 1.00780 -2.2 -1.2 -0.4
O -2.15273 0.81140 1.43205 3.2 -0.9 -1.0
O -0.80385 -0.83279 0.42776 -0.2 0.6 0.2
C -1.86264 -1.81679 0.21770 -0.8 0.6 1.4
H 1.11577 2.72263 1.01926 0.0 0.2 0.6
H -0.15554 2.59721 2.35074 0.7 -0.7 0.5
H -0.59584 2.98668 0.82590 -0.2 -0.2 -0.7
H -2.81634 -1.31708 0.38754 0.0 0.0 -0.4
H -1.83870 -2.62070 0.95340 0.5 0.3 0.5
H -1.85441 -2.38832 -0.71041 0.6 1.0 -0.5
C 4.42208 9.35944 -2.03396 -0.5 -0.7 1.5
O 4.59405 7.97999 -2.37325 0.3 -1.5 0.7
C 4.94707 6.98326 -1.43286 0.5 1.4 -1.4
O 4.97513 7.07562 -0.22961 -0.3 -0.4 -1.5
O 5.35762 5.97745 -2.26063 0.0 -0.2 0.8
C 5.59320 4.61636 -1.81885 -0.5 0.1 0.9
H 3.68031 9.43518 -1.23888 0.1 0.0 0.4
H 3.94638 9.90073 -2.85176 0.7 -0.3 -0.4
H 5.37127 9.74827 -1.66524 -0.1 0.4 -0.3
H 6.32199 4.46061 -1.02344 0.3 0.8 0.0
H 5.93209 4.00999 -2.65883 -0.3 0.5 -0.2
H 4.68009 4.20655 -1.38715 -0.2 0.0 -0.4
C 2.48786 1.57492 -8.98310 -1.1 -0.4 -0.3
O 2.45281 0.83179 -7.75496 2.4 -1.0 -1.5
C 1.88842 1.22743 -6.67725 -4.4 4.0 0.5
O 0.96241 2.11296 -6.67308 3.2 -3.1 0.7
O 2.38265 0.56057 -5.64239 0.1 -0.7 -0.5
C 1.58255 0.45303 -4.47530 -0.6 0.4 0.2
H 2.70248 2.63621 -8.85777 0.0 -0.2 0.2
H 1.52242 1.42145 -9.46524 -0.2 0.5 0.1
H 3.18971 1.07390 -9.64981 0.3 0.1 0.5
H 1.54449 1.45302 -4.04323 -0.2 -0.3 0.5
H 1.98154 -0.32539 -3.82493 0.6 0.4 -0.1
H 0.57925 0.09088 -4.69964 -0.1 0.4 -0.3
C -3.45059 -2.67519 -6.06219 -1.1 0.0 -0.1
C -4.75789 -2.19513 -5.56268 -5.1 2.4 2.3
N -5.82232 -1.78507 -5.15659 5.8 -2.3 -2.2
H -3.23640 -2.14186 -6.98835 0.2 -0.1 0.1
H -3.62654 -3.72795 -6.28318 0.4 -0.1 -0.1
H -2.64733 -2.55328 -5.33554 -0.2 0.0 0.0
C 5.10682 3.30937 3.90295 -0.5 1.0 0.4
C 4.21848 4.45162 4.30168 -1.3 1.6 0.5
N 3.53080 5.35859 4.59758 1.9 -2.6 -0.8
H 6.13615 3.59129 4.12454 0.0 0.0 -0.1
H 5.00329 3.13354 2.83222 0.0 -0.1 0.1
H 4.86903 2.41987 4.48633 -0.1 0.1 -0.1
C -7.21019 -5.90323 5.03144 1.8 -0.7 -1.1
C -5.96638 -5.23737 4.50048 0.8 1.5 -0.4
N -5.05855 -4.64064 4.06345 -2.0 -1.6 1.0
H -7.35046 -6.74790 4.35694 -0.5 0.2 -0.4
H -8.07761 -5.24325 5.04167 0.3 -0.1 0.3
H -6.94536 -6.47169 5.92297 -0.3 0.8 0.6
C 1.07739 -2.78424 4.95970 -1.4 -1.3 -3.3
C 1.66431 -1.91663 5.86102 1.8 2.0 2.5
N 2.18552 -1.10379 6.49530 -0.5 -0.7 -0.3
H 1.47796 -3.77694 4.75432 0.1 -0.1 1.0
H 1.29691 -2.32388 3.99639 -0.2 0.3 -0.4
H -0.01208 -2.80400 4.98677 0.1 -0.2 0.4
C 0.48586 -10.07769 -3.19475 0.5 0.2 -0.8
C -0.00767 -8.71968 -3.14331 -1.7 1.4 1.2
N -0.48347 -7.66654 -3.05715 0.8 -1.1 -0.3
H 1.54049 -9.90132 -3.40623 0.2 -0.8 -0.1
H -0.02824 -10.53120 -4.04218 0.3 -0.3 -0.1
H 0.35892 -10.72280 -2.32536 -0.1 0.6 0.2
C 0.12746 8.66132 2.09856 -0.7 0.2 0.4
C -1.06924 8.67326 2.95865 -1.5 -0.5 2.0
N -2.02254 8.66819 3.63740 2.1 0.1 -1.7
H 1.08970 8.65795 2.61060 -0.3 0.1 0.4
H 0.00837 9.60826 1.57202 0.5 -0.3 -0.7
H 0.10262 7.74543 1.50812 -0.1 0.4 -0.5
C -3.92756 0.08945 6.91204 -0.7 -0.6 -0.6
C -5.16456 -0.62848 7.13202 1.2 1.8 -0.2
N -6.13236 -1.19528 7.23436 -2.4 -1.6 0.4
H -3.25125 -0.56697 7.45959 0.9 0.9 -0.3
H -3.98328 1.15633 7.12830 0.2 -0.3 0.7
H -3.84189 0.04572 5.82629 0.8 -0.2 0.0
C -2.84173 -8.27776 1.22371 0.2 -1.0 0.3
C -3.11853 -9.47642 0.43858 -0.9 -3.9 -3.2
N -3.30533 -10.46620 -0.19918 0.8 4.0 2.7
H -1.83412 -7.94192 0.97871 -0.2 0.4 -0.1
H -2.80158 -8.68998 2.23196 -0.1 0.6 0.3
H -3.62580 -7.52637 1.13029 0.3 0.0 0.0

Orbital gap, respectively: 4.61; 10.51 eV.